No. 1
The following is a quantum chemistry calculation of an isolated molecule of C4H8N2O, from OMol25.

Geometry (Å):
C: 1.52366 0.10235 0.83909
C: 0.19534 -0.07677 0.15136
C: -0.08649 -1.36832 -0.51998
N: -0.83067 -0.98293 0.67464
C: -0.35644 1.20001 -0.43747
O: 0.30127 2.22705 -0.43648
N: -1.60551 1.08955 -0.97737
H: 1.83904 -0.82554 1.33202
H: 2.26769 0.38086 0.08774
H: 1.47724 0.91571 1.56724
H: -0.66442 -1.37155 -1.44015
H: 0.68653 -2.13369 -0.47086
H: -0.50367 -1.44738 1.51852
H: -2.19223 0.33517 -0.64456
H: -2.05134 1.95547 -1.24376

Atomic forces in eV per Å
C 0.010 0.009 0.038
C 0.194 0.152 -0.036
C 0.063 -0.143 -0.308
N -0.055 -0.088 0.203
C 0.068 0.170 0.040
O -0.295 -0.311 -0.177
N -0.015 0.165 0.087
H -0.073 0.166 -0.102
H -0.013 -0.040 0.175
H 0.023 -0.144 -0.027
H 0.034 -0.040 0.142
H -0.140 0.123 0.151
H 0.026 -0.021 -0.218
H 0.119 0.146 -0.015
H 0.057 -0.143 0.047

Summary:
Spin multiplicity: 1
E, hartree: -341.95936
ΔE to the lowest compared entry with this formula, charge and spin, eV: 1.2051
SMILES: C[C@@]1(C(N)=O)CN1

Results of the natural (NBO) charge analysis, in e, for atoms 1 through 6: -0.61 -0.03 -0.24 -0.60 0.67 -0.61

=====

No. 2
The following is a quantum chemistry calculation of a structure of composition C33H64N3O17 in a non-equilibrium geometry, from OMol25.

Geometry (Å):
C: 35.21100 40.60800 53.07200
C: 35.73700 41.69700 52.25500
O: 36.70500 42.34800 52.52400
N: 35.10900 41.83800 50.84500
H: 34.02800 42.08600 51.14600
H: 35.36100 42.73400 50.44600
C: 35.12400 40.54500 50.01100
H: 34.22200 40.64900 53.30200
H: 35.57500 40.38600 54.08700
H: 35.37000 39.75100 52.65500
H: 34.77800 40.93700 49.04100
H: 34.58000 39.76200 50.38200
H: 36.02500 40.27900 49.72700
N: 32.10800 41.93400 49.80800
O: 32.13300 40.68400 49.55700
O: 31.42300 42.73700 49.06400
O: 32.46800 42.36500 50.89000
N: 32.93200 37.65600 53.26000
O: 32.57600 38.86500 53.11700
O: 31.98700 36.79800 53.31100
O: 34.03500 37.41000 53.56100
C: 36.93800 46.04400 49.42300
C: 36.55400 44.80900 48.64900
C: 37.64500 43.60000 48.44200
O: 35.46900 44.07800 49.25800
H: 37.10500 46.02400 50.55600
H: 36.24200 46.76100 49.24900
H: 37.77400 46.25200 48.92800
H: 36.18100 44.94700 47.65000
H: 37.04000 42.75100 48.14700
H: 38.23300 43.31800 49.41900
H: 38.40900 43.85000 47.69900
H: 34.67600 44.43200 48.90300
C: 32.36100 40.31800 46.17300
C: 32.43300 39.00700 46.83900
C: 32.66200 37.76800 46.07000
O: 33.28500 38.94500 48.06200
H: 31.95400 41.06300 46.82500
H: 32.01200 40.33400 45.27500
H: 33.53000 40.51800 46.13600
H: 31.40800 39.06800 47.05100
H: 31.89100 37.56700 45.30700
H: 32.62800 36.73700 46.63200
H: 33.64000 38.04600 45.42000
H: 32.98600 39.74900 48.64800
C: 35.34500 38.77000 56.77800
C: 34.76300 37.97800 55.72300
C: 33.17600 38.17500 55.52300
O: 35.44400 38.20100 54.49900
H: 35.40600 39.98200 56.69800
H: 36.32300 38.52400 56.98300
H: 34.77000 38.55900 57.80300
H: 34.86000 36.80600 55.80900
H: 32.70400 37.75300 54.60500
H: 32.87300 39.23300 55.53500
H: 32.61300 37.63000 56.35500
H: 34.88000 37.60400 53.76300
C: 39.65500 37.97400 52.09900
C: 38.25800 37.55600 52.58300
C: 38.16900 36.17500 53.35000
O: 37.81800 38.53900 53.47700
H: 39.97800 37.23200 51.49800
H: 40.48200 37.87700 52.98700
H: 39.65600 38.94300 51.55700
H: 37.65400 37.68600 51.68000
H: 37.20900 36.18300 54.00400
H: 39.00700 35.98300 54.05100
H: 38.16100 35.46400 52.66800
H: 37.00500 38.14900 54.17200
C: 37.41000 34.98300 50.51500
C: 36.57700 35.83800 49.57800
C: 35.33500 36.36500 50.26900
O: 37.32200 36.95300 49.23800
H: 38.38000 34.55900 50.14200
H: 36.97400 34.22200 50.93100
H: 37.91900 35.62500 51.41800
H: 36.48100 35.20700 48.77300
H: 35.60600 37.08800 51.08000
H: 34.54100 35.59800 50.85400
H: 34.70300 36.94400 49.44400
H: 36.94900 37.46800 48.47400
C: 41.44600 41.62700 53.35700
C: 39.98100 41.13100 54.03600
C: 39.72100 41.61300 55.52300
O: 38.88000 41.30500 53.28800
H: 41.67200 42.63900 53.43000
H: 41.56100 41.23700 52.46100
H: 42.41800 41.06800 53.69700
H: 39.77800 40.21400 54.21800
H: 38.84400 41.14200 55.83900
H: 39.71800 42.68700 55.53400
H: 40.39900 41.25700 56.02200
H: 38.23600 40.61100 53.30500
C: 32.08100 44.73900 52.26900
C: 31.18600 44.17200 53.41500
C: 31.93000 43.30400 54.48200
O: 31.26800 42.66400 55.31700
C: 33.31200 43.14500 54.29900
C: 34.07200 43.60600 53.16800
C: 33.44700 44.27100 51.99400
O: 34.12700 44.48700 51.00800
H: 31.61900 45.30100 51.63200
H: 30.06300 44.36900 53.60300
H: 33.82600 42.57200 55.03200
H: 35.12000 43.15600 53.14300
C: 36.73700 43.62600 57.18100
C: 37.33500 44.94400 57.68800
C: 38.03600 45.79600 56.44900
O: 38.57200 46.93200 56.64300
C: 37.82700 45.28600 55.04500
C: 37.29500 43.93000 54.79800
C: 36.75100 43.04700 55.79000
O: 36.46200 41.87500 55.62400
H: 36.38000 43.09900 58.04000
H: 37.33900 45.43500 58.67500
H: 38.30700 45.81100 54.34200
H: 37.33200 43.62200 53.62400

Atomic forces in eV per Å
C 0.752 3.567 3.041
C 1.805 -1.112 -1.123
O -0.481 -0.089 -1.382
N -2.216 -1.589 3.760
H 1.499 -1.221 -1.343
H 0.908 0.350 -1.063
C -2.568 5.292 -1.201
H -3.342 0.286 -0.256
H 0.962 1.006 -0.584
H 0.840 -5.199 -3.070
H -0.732 -0.605 0.369
H -1.664 -1.460 1.163
H 5.027 -1.289 -0.327
N -4.657 -0.100 -2.604
O 0.451 2.035 0.404
O 2.090 -1.833 0.774
O 1.447 -0.109 1.661
N -8.331 2.687 -5.378
O 1.063 -1.093 -1.496
O 2.154 0.148 -0.739
O -9.390 -9.812 -7.985
C -0.876 -2.845 2.543
C 0.437 -4.202 0.908
C 0.446 1.598 2.203
O 1.774 -0.303 -0.804
H -0.179 -0.758 -1.712
H -2.108 2.342 -0.505
H 3.954 1.853 -1.514
H 0.328 1.121 -0.638
H 0.160 -0.136 -0.225
H -1.316 0.645 -1.617
H -0.234 -0.053 -0.024
H -1.334 0.399 0.012
C 7.650 0.997 4.425
C -0.980 -1.045 2.801
C 1.947 -1.283 -2.332
O -1.436 1.943 -1.040
H -0.411 0.373 0.310
H -2.411 -0.075 -5.551
H -1.869 0.630 -0.573
H -1.952 -1.459 1.969
H 0.053 0.634 0.127
H 0.850 2.347 -0.600
H -1.625 -1.589 1.454
H 0.468 -1.933 -1.385
C -2.114 3.400 4.075
C -2.140 -2.828 -3.053
C -0.725 -0.326 2.826
O 6.491 3.116 4.498
H -0.696 -2.947 -0.418
H 2.398 -0.816 0.280
H 1.028 0.503 -2.034
H -0.072 1.860 1.049
H -0.180 0.978 6.579
H 0.271 -0.170 0.277
H 0.917 0.870 -0.511
H 9.625 3.791 2.248
C 0.784 0.954 3.819
C 0.631 0.708 1.462
C -0.595 4.112 3.508
O -2.079 -0.040 2.717
H 1.128 -2.373 -2.686
H -2.067 0.898 -1.779
H 0.064 -0.530 0.673
H -0.336 -1.043 -0.020
H 1.426 -0.192 -1.357
H -0.225 0.567 -0.422
H -0.082 -3.723 -1.652
H 1.506 1.661 -2.221
C 5.807 5.395 0.393
C 0.313 -0.100 3.017
C -3.901 -0.241 0.215
O 1.184 2.056 -1.671
H -0.898 0.399 -0.761
H -3.150 -4.157 2.329
H -2.206 -1.481 -3.572
H -1.296 -1.160 -2.384
H 0.015 -0.541 -0.824
H 2.312 1.666 -1.897
H 1.036 -1.056 1.875
H 0.186 -1.058 1.182
C -0.906 -2.820 5.190
C 2.643 4.461 1.609
C -4.581 3.984 -7.142
O -1.265 4.094 -3.283
H -0.103 1.865 0.021
H -0.566 -1.075 -5.070
H -1.857 0.853 0.897
H 1.681 -7.384 1.102
H -1.691 -0.268 0.358
H -0.309 0.594 0.487
H 7.641 -3.432 5.647
H -0.136 -1.332 0.372
C -2.738 -5.450 7.874
C 4.042 1.865 -2.956
C -4.811 -0.106 -0.735
O 1.396 1.389 -1.131
C 4.455 1.522 -3.677
C -1.463 -2.916 3.836
C 0.622 0.738 1.962
O -1.459 0.710 1.202
H -2.558 3.263 -3.957
H 2.160 -0.138 -0.680
H 0.382 -0.459 0.558
H -2.094 2.123 0.246
C 2.502 5.938 3.622
C -0.628 -3.520 -6.204
C -0.752 2.399 2.009
O -1.535 -3.973 -0.468
C -2.785 -7.165 3.804
C 2.448 5.593 -4.236
C 0.570 -0.178 2.137
O -0.179 0.977 -0.101
H -0.631 -0.931 -0.143
H -0.119 -0.837 -0.496
H 1.396 1.860 -2.839
H -0.084 0.538 3.568

Summary:
Spin multiplicity: 1
E, hartree: -2737.98643
Charge: -1
ΔE to the lowest compared entry with this formula, charge and spin, eV: 10.5480

Results of the Löwdin charge analysis, in e, for atoms 1 through 6: 0.02 -0.37 0.06 0.12 0.15 0.09

=====

No. 3
The following is a quantum chemistry calculation of an isolated molecule of C23H18BrN3O5 in a non-equilibrium geometry, from OMol25.

Geometry (Å):
O: 1.75481 -0.30412 -1.79863
O: -0.46559 1.78354 -2.75010
O: -3.01558 2.86166 0.80141
O: -3.92918 1.78263 -3.78596
Br: 5.99433 -5.48272 -1.75070
O: -3.51327 0.52276 -1.97657
C: 1.35948 0.17458 -0.73636
C: -0.62128 1.77610 -1.54880
C: -1.98647 2.45912 0.24810
C: -3.54035 1.68665 -2.73339
C: 0.18084 0.99957 -0.64713
C: 0.01907 1.25683 0.74120
C: 2.78259 -1.04598 1.07068
C: 1.84375 -0.13860 0.61521
C: 2.43558 3.02978 4.61476
C: 1.58044 2.00770 5.15868
C: 1.96188 3.86453 3.61197
C: 5.55959 -3.47494 0.21914
C: 3.73901 -3.72748 -1.33184
C: 4.84831 -2.39165 0.77742
C: 3.00754 -2.75482 -0.66556
C: 0.36191 1.75806 4.50856
C: 0.72919 3.69684 3.05908
C: 5.02914 -4.14912 -0.85596
C: 3.58499 -2.05457 0.40668
C: -0.00505 2.53425 3.40137
N: 0.94353 0.52355 1.46566
N: -1.78136 2.40899 -1.09754
N: -0.94976 2.14702 1.19624
C: -4.15524 -0.61684 -2.55742
C: -2.83443 2.93578 -2.04017
C: -1.26550 2.24577 2.63609
H: 2.86198 -1.07006 2.12568
H: 3.49460 3.10933 5.05135
H: 1.82503 1.28261 5.97092
H: 2.56123 4.64545 3.23189
H: 6.62893 -3.63806 0.50027
H: 3.34528 -4.29840 -2.15025
H: 5.35569 -1.73405 1.46584
H: 2.00943 -2.56780 -0.94222
H: -0.22185 0.86428 4.80709
H: 0.42716 4.27430 2.14780
H: 1.23923 0.71182 2.52671
H: -3.99337 -1.53981 -1.90319
H: -3.83546 -0.93030 -3.57795
H: -5.23288 -0.50902 -2.60109
H: -3.60653 3.53158 -1.45137
H: -2.30558 3.62112 -2.67436
H: -1.84152 1.27455 2.77050
H: -1.90542 3.11643 2.90510

Atomic forces in eV per Å
O 0.540 0.236 1.028
O 0.497 0.180 -0.626
O 0.701 -0.327 -1.460
O -3.097 0.195 -6.600
Br 0.011 -0.137 -0.043
O -0.005 0.806 -0.411
C -0.432 -1.018 -3.702
C -0.114 -1.214 -2.682
C -2.066 1.464 2.693
C 3.716 0.165 6.237
C -0.447 1.672 3.770
C 0.383 0.049 -0.908
C -1.715 2.037 -0.618
C 1.048 -1.915 0.709
C 0.615 -1.529 2.200
C 0.418 0.231 -0.880
C 0.541 -0.201 0.765
C 1.216 0.783 0.031
C 1.061 -0.930 0.912
C 1.450 -0.414 0.403
C 1.500 -0.991 -0.059
C 0.413 -0.139 -0.237
C -1.223 -1.560 -1.474
C -1.758 1.388 -0.114
C -1.204 -0.139 -1.702
C -0.196 0.216 0.826
N 0.324 1.573 3.810
N -0.254 0.475 2.248
N 1.267 -1.011 -1.591
C -0.071 -2.008 0.080
C -0.324 -1.651 2.348
C -0.989 -0.618 -0.348
H 0.117 0.089 1.177
H -1.803 0.155 -0.824
H 0.311 1.079 -0.666
H 0.778 0.735 -0.203
H -1.182 0.020 -0.036
H -0.393 0.084 -0.317
H 0.149 -0.195 0.427
H -0.882 0.319 -0.469
H 0.210 0.788 -0.260
H 0.179 -0.386 1.138
H -1.246 -0.339 -3.270
H 0.180 1.598 -0.551
H 0.232 0.814 0.674
H -0.214 0.446 0.012
H 1.127 -1.025 -0.485
H -0.158 -0.241 -1.007
H 0.822 1.239 1.081
H -0.030 -0.848 -1.027

Summary:
Spin multiplicity: 1
E, hartree: -4001.70301
SMILES: COC(=O)Cn1c(=O)c2c(n(Cc3ccccc3)c1=O)N/C(=C/c1ccc(Br)cc1)C2=O

Results of the natural (NBO) charge analysis, in e, for atoms 1 through 6: -0.53 -0.58 -0.63 -0.53 0.08 -0.53